#P
Below is a gas-phase ion, C12H21O (charge +1), with properties calculated with ωB97M-V/def2-TZVPD.

Element x y z (Å)
1 H -3.316 -2.134 -0.357
2 C 3.457 0.382 0.624
3 H 3.522 -0.323 1.426
4 C 1.364 1.798 1.071
5 C 1.188 -0.666 0.420
6 C -2.384 -0.165 -0.062
7 C 1.373 -3.170 0.566
8 C 1.925 -1.970 0.429
9 C -1.161 -0.304 0.679
10 O -0.104 -0.706 0.352
11 H -3.658 1.630 -0.435
12 H -1.879 -1.365 -1.705
13 H 2.151 2.475 1.245
14 H 1.054 0.426 -1.676
15 C 1.897 0.968 -1.293
16 H 3.969 -0.229 -0.112
17 H -1.967 2.015 -0.289
18 H -2.803 1.560 1.137
19 H 4.081 1.211 0.937
20 H -1.327 0.307 -1.851
21 H 0.286 -3.299 0.969
22 H -3.006 -0.096 -2.053
23 C -2.710 1.356 0.096
24 C -2.089 -0.372 -1.651
25 H -3.272 -1.632 1.341
26 H 2.000 -4.042 0.501
27 C 1.969 0.656 0.337
28 H 0.945 1.480 1.989
29 H 2.866 -2.048 0.073
30 H 1.712 1.953 -1.320
31 H 0.661 2.436 0.461
32 H -4.349 -0.906 0.248
33 C -3.396 -1.268 0.345
34 H 2.866 0.756 -1.706

Values from the calculation:
**Total charge**: +1
**Orbital gap (spin up / spin down)**: 6.76 / 7.92 eV

Atomic partial charges in e from the natural (NBO) method, atoms 1 to 4: 0.23, -0.62, 0.22, -0.63

#Q
Below is a gas-phase ion, C12H21O (charge +1), with properties calculated with ωB97M-V/def2-TZVPD.

Element x y z (Å)
1 H -3.374 1.565 0.322
2 C -2.194 -0.184 -0.053
3 H 2.598 0.251 -2.199
4 C 2.432 -0.152 0.006
5 C 3.032 0.623 -1.228
6 H -3.018 -0.922 1.796
7 H 2.931 1.671 -1.249
8 H -3.200 -2.103 -0.557
9 C -2.113 -0.410 1.433
10 C -0.658 1.900 0.091
11 C 2.248 -1.708 -0.299
12 H -1.427 -2.112 -0.603
13 C -1.033 0.654 -0.746
14 H -1.516 0.808 -1.665
15 C -2.280 -1.523 -0.889
16 C 2.893 0.122 1.445
17 H 1.550 -1.738 -1.053
18 H 1.894 -2.134 0.631
19 H -1.396 -1.148 1.817
20 H 3.240 1.138 1.487
21 H 4.163 0.484 -1.178
22 O 0.165 -0.062 -0.884
23 C 0.628 1.704 0.366
24 H -1.275 2.616 0.551
25 H 1.216 2.354 1.030
26 H 3.158 -2.038 -0.624
27 H -3.606 0.869 -1.328
28 H 3.696 -0.543 1.457
29 H -4.315 0.017 0.029
30 H -2.133 0.307 2.210
31 H -2.103 -1.370 -1.918
32 H 2.101 -0.085 2.231
33 C 1.101 0.470 -0.155
34 C -3.403 0.678 -0.273

Values from the calculation:
**Total charge**: +1
**Orbital gap**: 9.91 eV

Atomic partial charges in e from the natural (NBO) method, atoms 1 to 4: 0.21, -0.02, 0.24, -0.10

Quick one: most stable of them? #Q

#P
Below is a molecular structure, C10H18N2O2S, with properties calculated with ωB97M-V/def2-TZVPD.

Element x y z (Å)
1 O 2.755 0.564 -0.248
2 C 2.402 -1.713 -0.456
3 C -1.991 -2.044 1.147
4 H 1.673 2.264 0.671
5 H 1.716 -2.503 -0.422
6 C 2.629 1.888 0.402
7 H -0.900 1.706 2.143
8 H -1.452 -1.724 1.982
9 H 2.940 -1.432 -1.445
10 H -1.725 -3.077 0.884
11 C -1.392 -1.990 -1.288
12 C -1.689 -1.143 -0.036
13 H -2.118 -2.773 -1.568
14 H 3.116 2.638 -0.297
15 N 1.329 -0.436 1.400
16 H -0.553 -2.702 -1.176
17 H -0.979 1.108 -2.253
18 C -0.532 -0.153 0.296
19 C -0.921 1.781 -1.399
20 C -1.003 2.212 1.104
21 N 0.127 -0.189 1.488
22 H -0.037 2.707 1.100
23 H 3.178 1.922 1.343
24 H -1.819 2.366 -1.493
25 H 3.236 -1.986 0.230
26 C -1.243 1.137 -0.020
27 C 1.750 -0.432 0.022
28 H -1.429 -1.372 -2.194
29 S -2.853 0.286 0.006
30 H -0.005 2.332 -1.398
31 H -1.686 3.117 0.972
32 O 0.580 -0.292 -0.776
33 H -3.101 -2.067 1.279

Values from the calculation:
**Total charge**: 0
**Orbital gap**: 9.06 eV

Atomic partial charges in e from the natural (NBO) method, atoms 1 to 4: -0.53, -0.63, -0.62, 0.18

#Q
Below is 2 unconnected molecules or ions with the total composition C10H18N2O2S, with properties calculated with ωB97M-V/def2-TZVPD.

Element x y z (Å)
1 N 3.996 -1.614 -0.948
2 H -0.229 -0.409 -2.363
3 H 0.093 -1.546 -1.230
4 H -0.845 -2.042 2.127
5 C -2.171 -1.078 0.192
6 H -2.906 -1.592 0.838
7 C 2.936 -0.909 -0.933
8 C 2.625 0.076 0.140
9 C 0.474 -0.720 -1.665
10 H 0.318 -1.572 1.029
11 C 0.339 0.425 -0.726
12 H -0.937 1.830 1.713
13 H 0.523 3.654 -0.634
14 H -1.195 3.496 -0.175
15 H -2.826 -0.427 -0.440
16 H -2.261 0.787 2.403
17 C 1.992 -0.709 -2.077
18 H 1.477 1.660 0.572
19 C -0.347 -1.161 1.666
20 H 2.081 -1.477 -2.738
21 O -1.903 1.705 -1.591
22 C -1.801 1.156 1.477
23 H -1.502 -1.844 -0.187
24 C 1.491 0.829 0.031
25 N -0.250 3.131 -0.254
26 H 3.508 0.218 0.699
27 H 0.195 -0.680 2.384
28 C -1.260 -0.189 0.977
29 H -2.501 1.377 0.778
30 H 4.221 -2.184 -1.775
31 S -0.481 1.828 -1.430
32 H 2.216 0.164 -2.553
33 O 0.288 2.234 -2.645

Values from the calculation:
**Total charge**: 0
**Orbital gap (spin up / spin down)**: 7.58 / 7.58 eV

Atomic partial charges in e from the natural (NBO) method, atoms 1 to 4: -0.64, 0.23, 0.20, 0.22

Quick one: most stable of them? #P

#P
Below is 2 unconnected molecules or ions with the total composition C6H6N2OS, with properties calculated with ωB97M-V/def2-TZVPD.

Element x y z (Å)
1 H 1.615 -0.898 -0.843
2 O 0.666 -1.199 0.833
3 C -1.447 1.140 0.797
4 C 1.342 -1.657 -0.010
5 C -0.721 0.856 -0.475
6 H 0.543 1.161 -1.823
7 H -0.894 0.938 1.671
8 N -1.390 -0.005 -1.292
9 C -2.400 -0.532 -0.734
10 C 1.231 2.265 -0.043
11 C 0.432 1.433 -0.848
12 S -2.823 -0.032 0.942
13 H 1.526 -2.708 -0.121
14 H -3.007 -1.175 -1.323
15 N 1.747 3.073 0.599
16 H -1.677 2.173 0.898

Values from the calculation:
**SMILES string**: N#C/C=C1\CSC=N1.C=O
**Total charge**: 0
**Orbital gap**: 8.56 eV

Atomic partial charges in e from the natural (NBO) method, atoms 1 to 4: 0.10, -0.51, -0.60, 0.29

#Q
Below is a single C6H6N2OS molecule, with properties calculated with ωB97M-V/def2-TZVPD.

Element x y z (Å)
1 H 1.201 3.317 0.266
2 H -0.998 2.321 0.895
3 H 2.114 2.429 1.636
4 O 2.466 0.609 -0.693
5 H -0.053 -3.503 -1.934
6 N 0.204 -1.628 -0.959
7 H -0.106 1.447 2.047
8 C -0.507 -0.790 -0.280
9 C 1.313 2.302 0.773
10 S -2.104 -1.240 0.014
11 N 0.303 0.616 0.283
12 C -0.090 1.814 1.061
13 H -2.803 -3.332 -0.814
14 C -1.880 -2.700 -0.879
15 C 1.573 1.052 -0.040
16 C -0.633 -2.716 -1.374

Values from the calculation:
**SMILES string**: O=C1CCN1c1nccs1
**Total charge**: 0
**Orbital gap**: 9.76 eV

Atomic partial charges in e from the natural (NBO) method, atoms 1 to 4: 0.24, 0.20, 0.24, -0.55

Quick one: most stable of them? #P

#P
Below is a single C10H20N4O4 molecule, with properties calculated with ωB97M-V/def2-TZVPD.

Element x y z (Å)
1 C -1.354 2.363 -1.028
2 H -3.523 0.692 0.728
3 O 1.067 -3.561 2.114
4 O -1.087 -2.712 2.086
5 H 1.726 -0.706 3.181
6 H -1.083 -0.238 1.708
7 H -2.614 2.091 1.114
8 N -2.651 3.647 -4.159
9 O 0.524 0.345 -0.925
10 H 1.050 -1.616 0.287
11 H 3.297 -1.687 3.900
12 H 0.608 -4.349 2.238
13 C -0.616 2.593 -2.366
14 H -1.945 4.246 -3.903
15 H 4.640 -2.364 3.141
16 C -1.680 0.975 -0.364
17 H -2.881 3.910 -4.995
18 N 3.647 -2.036 3.074
19 H 1.873 0.331 1.619
20 H -0.815 3.010 -0.291
21 H -0.676 3.635 -2.615
22 C 1.911 -0.704 2.077
23 O 3.864 -1.537 0.914
24 C -1.072 1.780 -3.527
25 N -2.582 1.108 0.778
26 C 3.246 -1.449 1.925
27 H -1.183 0.804 -3.113
28 H -3.062 1.758 -3.215
29 C -2.466 2.258 -4.006
30 H -0.287 1.520 -4.333
31 C 0.053 -2.611 1.856
32 N -0.278 -0.335 1.074
33 H -2.255 2.850 -1.146
34 H -2.887 1.855 -4.862
35 H 0.423 2.265 -2.298
36 C -0.382 0.321 -0.099
37 C 0.676 -1.400 1.363
38 H -2.183 0.260 -1.008

Values from the calculation:
**SMILES string**: NCCCC[C@H](N)C(=O)N[C@@H](CC(N)=O)C(=O)O
**Total charge**: 0
**Orbital gap**: 9.38 eV

Atomic partial charges in e from the natural (NBO) method, atoms 1 to 4: -0.40, 0.39, -0.69, -0.55

#Q
Below is a single C10H20N4O4 molecule, with properties calculated with ωB97M-V/def2-TZVPD.

Element x y z (Å)
1 N 1.308 1.011 -2.284
2 H -0.185 4.019 -0.532
3 C 0.840 -0.720 0.826
4 C -2.025 1.377 -2.147
5 C -0.887 1.012 0.609
6 C -1.246 2.456 0.104
7 H 0.672 1.186 -4.384
8 H -1.756 0.395 -1.672
9 H 1.502 -0.245 2.787
10 O -0.493 -2.701 0.688
11 H -2.470 3.366 -1.382
12 H -3.261 1.983 -0.616
13 N 1.457 -2.934 3.771
14 C -0.936 1.832 -3.177
15 H 2.160 -3.601 4.059
16 O 2.747 -2.566 1.929
17 O -0.193 -1.489 -1.191
18 N 0.019 3.049 -0.333
19 H -0.098 -0.971 2.795
20 N 0.406 0.612 0.483
21 H 1.813 0.135 -2.181
22 C -2.322 2.351 -0.982
23 H -0.726 2.904 -3.037
24 H 1.918 -0.790 0.523
25 C 1.774 -2.229 2.649
26 H 1.955 1.709 -2.521
27 H 1.094 1.370 0.572
28 O -1.746 0.221 0.967
29 C 0.039 -1.709 -0.041
30 H -1.082 -3.183 0.191
31 H -1.449 1.855 -4.127
32 H 0.169 2.667 -1.290
33 H -0.089 -0.139 -3.478
34 C 0.896 -1.001 2.338
35 H -1.698 3.033 0.913
36 H 1.022 -2.417 4.509
37 H -2.937 1.173 -2.666
38 C 0.301 0.909 -3.357

Values from the calculation:
**SMILES string**: NCCCC[C@H](N)C(=O)N[C@@H](CC(N)=O)C(=O)O
**Total charge**: 0
**Orbital gap**: 9.63 eV

Atomic partial charges in e from the natural (NBO) method, atoms 1 to 4: -0.85, 0.35, -0.15, -0.42

Quick one: most stable of them? #Q

#P
Below is 2 unconnected molecules or ions with the total composition C2H9PSi, with properties calculated with ωB97M-V/def2-TZVPD.

Element x y z (Å)
1 C 0.173 -1.357 0.431
2 H 1.643 -0.130 -1.310
3 H 2.051 1.598 -1.027
4 H -2.368 1.883 0.179
5 C 1.284 0.882 -1.137
6 Si -0.018 0.546 0.231
7 H -1.511 1.677 -1.771
8 H 0.649 1.279 -2.008
9 H 0.717 -1.525 1.359
10 H 0.872 -1.770 -0.338
11 H 0.590 1.814 1.552
12 P -2.033 0.829 -0.728
13 H -0.685 -2.088 0.390

Values from the calculation:
**Total charge**: 0
**Orbital gap**: 10.07 eV

Atomic partial charges in e from the natural (NBO) method, atoms 1 to 4: -1.12, 0.23, 0.24, 0.02

#Q
Below is a single C2H9PSi molecule, with properties calculated with ωB97M-V/def2-TZVPD.

Element x y z (Å)
1 H -2.005 0.625 -0.923
2 P -0.170 -1.407 2.044
3 H 1.654 0.586 -1.390
4 H -0.821 1.739 -1.347
5 H 0.947 1.353 1.278
6 H -1.599 1.845 0.336
7 H 2.631 -0.316 -0.274
8 H 1.614 -1.285 -1.224
9 C -1.221 1.115 -0.525
10 C 1.665 -0.292 -0.684
11 H -1.368 -0.881 2.349
12 H -0.445 -2.247 1.054
13 Si 0.210 0.271 0.523

Values from the calculation:
**SMILES string**: C[SiH](C)P
**Total charge**: 0
**Orbital gap**: 10.50 eV

Atomic partial charges in e from the natural (NBO) method, atoms 1 to 4: 0.23, -0.11, 0.23, 0.24

Quick one: most stable of them? #Q

#P
Below is 2 unconnected molecules or ions with the total composition H3N4O2, with properties calculated with ωB97M-V/def2-TZVPD.

Element x y z (Å)
1 H -1.460 -0.039 0.614
2 O -0.077 -1.547 -0.272
3 O 2.629 -0.543 -0.012
4 N 1.753 0.352 0.115
5 N 0.553 0.238 -0.242
6 N -1.544 0.936 0.372
7 H -2.421 1.270 -0.054
8 N -0.336 1.164 -0.439
9 H 0.903 -1.832 -0.083

Values from the calculation:
**Total charge**: -1
**Orbital gap (spin up / spin down)**: 7.57 / 7.57 eV

Atomic partial charges in e from the natural (NBO) method, atoms 1 to 4: 0.39, -0.96, -0.57, 0.13

#Q
Below is 2 unconnected molecules or ions with the total composition H3N4O2, with properties calculated with ωB97M-V/def2-TZVPD.

Element x y z (Å)
1 N -3.161 -0.813 -0.294
2 O -2.436 0.959 0.724
3 H 1.056 -0.064 1.448
4 H -0.664 0.138 1.380
5 H -0.008 -1.393 1.627
6 N -2.974 0.439 -0.296
7 N -2.780 -1.897 -0.514
8 O -3.684 1.170 -1.143
9 N 0.104 -0.362 1.848

Values from the calculation:
**Total charge**: -1
**Orbital gap (spin up / spin down)**: 7.22 / 7.23 eV

Atomic partial charges in e from the natural (NBO) method, atoms 1 to 4: 0.04, -0.59, 0.34, 0.41

Quick one: most stable of them? #Q